Entry 1:
DFT (ωB97M-V/def2-TZVPD) results for the ion C7H13N2 with charge +1.

Properties
* E_HOMO: -12.2055 eV
* ΔE to the lowest compared entry with this formula, charge and spin: 3.074 eV
* total charge: +1
* orbital gap: 8.4313 eV

Geometry as XYZ:
```
22
C7H13N2 (ωB97M-V/def2-TZVPD)
C -1.10 0.74 2.09
C -1.08 -0.59 1.35
C -0.90 -0.36 -0.17
N -0.73 -1.68 -0.95
N 0.27 0.29 -0.51
C 0.52 1.05 -1.60
C 1.88 1.25 -1.62
C 2.42 0.79 -0.49
C 1.42 0.17 0.21
H -1.05 0.61 3.11
H -0.31 1.36 1.68
H -2.05 1.16 1.67
H -1.97 -1.15 1.69
H -0.28 -1.28 1.58
H -2.04 0.18 -0.56
H -0.26 -2.49 -0.44
H -0.16 -1.59 -1.84
H -1.81 -1.86 -1.16
H -0.09 1.12 -2.43
H 2.48 1.80 -2.43
H 3.45 0.86 -0.29
H 1.40 -0.38 1.10
```

---

Entry 2:
DFT (ωB97M-V/def2-TZVPD) results for the ion C7H13N2 with charge +1.

Properties
* E_HOMO: -12.6278 eV
* ΔE to the lowest compared entry with this formula, charge and spin: 4.873 eV
* total charge: +1
* orbital gap: 7.3776 eV

Geometry as XYZ:
```
22
C7H13N2 (ωB97M-V/def2-TZVPD)
C 0.02 1.44 0.03
C -1.24 0.78 0.17
C -2.39 1.43 0.53
C 0.83 -0.77 -0.26
C 1.42 -1.60 0.86
C -2.06 -1.40 -0.68
C 2.31 1.32 -0.36
N -1.23 -0.66 0.20
N 1.09 0.63 -0.08
H 0.23 2.46 0.19
H -3.14 0.77 1.02
H -2.55 2.50 0.36
H 0.78 -1.06 -1.25
H 2.39 -2.04 0.50
H 0.73 -2.31 1.07
H 1.70 -1.05 1.72
H -3.02 -1.72 -0.15
H -2.34 -0.98 -1.61
H -1.57 -2.41 -0.79
H 2.34 1.58 -1.40
H 3.27 0.84 -0.23
H 2.45 2.25 0.16
```

---

Entry 3:
DFT (ωB97M-V/def2-TZVPD) results for the ion C7H13N2 with charge +1.

Properties
* E_HOMO: -14.5456 eV
* ΔE to the lowest compared entry with this formula, charge and spin: 3.434 eV
* total charge: +1
* orbital gap: 9.3347 eV

Geometry as XYZ:
```
22
C7H13N2 (ωB97M-V/def2-TZVPD)
C 0.27 2.35 0.03
N -0.30 1.16 0.06
N -1.59 1.17 -0.06
C -2.25 0.07 0.06
C -1.71 -1.26 0.46
C -0.23 -1.17 0.69
C 0.57 -0.06 -0.09
C 0.77 -0.47 -1.57
C 1.86 0.07 0.62
H -0.34 3.23 0.35
H 1.25 2.69 -0.16
H -3.33 0.18 -0.34
H -2.40 -1.71 1.30
H -1.99 -1.96 -0.36
H -0.16 -0.88 1.74
H 0.29 -2.13 0.34
H 1.59 0.29 -2.00
H -0.09 -0.42 -2.17
H 1.12 -1.51 -1.62
H 2.66 0.75 0.20
H 2.30 -0.88 0.87
H 1.69 0.50 1.65
```

---

Entry 4:
DFT (ωB97M-V/def2-TZVPD) results for a cluster of 2 separate species, C7H13N2 in total.

Properties
* E_HOMO (spin up / spin down): -11.7304 / -13.3221 eV
* ⟨S²⟩: 2.011
* ΔE to the lowest compared entry with this formula, charge and spin: 3.749 eV
* total charge: +1
* orbital gap (spin up / spin down): 9.1813 / 5.5821 eV
* 2S+1: 3

Geometry as XYZ:
```
22
C7H13N2 (ωB97M-V/def2-TZVPD)
C 1.63 -2.57 -0.52
C 0.49 -1.94 -0.13
C -0.42 -1.18 0.14
C -2.19 -0.18 -0.90
C -1.80 0.09 1.65
C 1.06 1.77 -0.96
C 2.25 0.86 0.88
N -1.48 -0.51 0.37
N 1.20 0.86 0.19
H 1.62 -2.82 -1.52
H -1.77 -0.68 -1.89
H -3.21 -0.40 -0.93
H -2.03 0.85 -0.93
H -2.93 -0.06 1.90
H -1.01 -0.17 2.40
H -1.81 1.23 1.56
H 1.70 2.62 -1.21
H 0.10 2.19 -0.87
H 0.95 1.17 -1.94
H 2.10 0.23 1.78
H 3.10 1.48 0.68
H 2.44 -2.86 0.25
```

---

Entry 5:
DFT (ωB97M-V/def2-TZVPD) results for the ion C7H13N2O with charge +1.

Properties
* E_HOMO: -12.0932 eV
* ΔE to the lowest compared entry with this formula, charge and spin: 4.068 eV
* total charge: +1
* orbital gap: 8.9823 eV

Geometry as XYZ:
```
23
C7H13N2O (ωB97M-V/def2-TZVPD)
C -2.10 0.22 -0.81
C -1.93 -0.98 0.14
C 1.02 -1.11 -1.02
C 0.56 -1.46 0.45
C 1.37 0.32 -1.05
C -0.30 0.89 0.23
C 0.22 1.85 1.24
N -1.21 1.13 -0.73
N -0.58 -0.59 0.72
O 2.46 0.73 -0.43
H -2.76 0.24 -1.65
H -2.55 -1.04 0.95
H -1.84 -1.84 -0.50
H 1.74 -1.84 -1.16
H 0.02 -1.22 -1.52
H 0.32 -2.49 0.45
H 1.40 -1.19 1.13
H 1.10 0.84 -1.91
H 1.09 2.33 0.88
H 0.47 1.45 2.17
H -0.39 2.73 1.35
H -0.78 -0.62 1.72
H 2.68 1.67 -0.63
```

---

Entry 6:
DFT (ωB97M-V/def2-TZVPD) results for the ion C7H13N2O2 with charge +1.

Properties
* E_HOMO (spin up / spin down): -12.9360 / -12.0145 eV
* ΔE to the lowest compared entry with this formula, charge and spin: 6.994 eV
* total charge: +1
* orbital gap (spin up / spin down): 8.5673 / 7.9829 eV

Geometry as XYZ:
```
24
C7H13N2O2 (ωB97M-V/def2-TZVPD)
C 1.02 1.23 1.08
C 0.45 -0.57 -1.98
C -1.08 -0.25 -2.15
C -1.13 0.93 -0.19
C 0.23 0.59 2.31
C 0.27 0.54 0.12
C 0.53 -1.83 0.24
N -0.65 1.29 2.88
N 0.77 -0.60 -0.52
O -1.25 2.27 2.68
O -1.31 1.04 -1.53
H 0.85 2.27 1.26
H 2.16 0.93 1.21
H 0.49 -1.58 -2.31
H 1.02 0.13 -2.66
H -1.25 -0.17 -3.20
H -1.78 -1.07 -1.68
H -1.80 0.23 0.27
H -1.34 1.88 0.44
H 0.40 -0.41 2.76
H -0.49 -2.12 0.47
H 1.04 -2.62 -0.19
H 0.96 -1.60 1.20
H 1.87 -0.50 -0.49
```

---

Entry 7:
DFT (ωB97M-V/def2-TZVPD) results for the ion C7H13N2O3 with charge +1.

Properties
* E_HOMO: -14.3900 eV
* ΔE to the lowest compared entry with this formula, charge and spin: 1.925 eV
* total charge: +1
* orbital gap: 9.1832 eV

Geometry as XYZ:
```
25
C7H13N2O3 (ωB97M-V/def2-TZVPD)
C 0.19 1.79 -2.26
C -0.60 1.25 0.88
C -0.41 1.56 -0.52
C 0.38 -0.88 1.36
C -1.09 -1.26 1.91
C 1.50 -1.45 2.28
C 0.45 3.15 -4.19
N -0.32 2.67 -1.30
N 0.12 0.69 -1.46
O 0.53 0.51 1.30
O 0.46 -1.44 0.08
O 0.55 1.94 -3.45
H -0.74 2.16 1.43
H -1.53 0.70 0.89
H -1.90 -1.34 1.15
H -1.34 -0.63 2.75
H -0.98 -2.30 2.26
H 1.34 -2.51 2.56
H 1.81 -1.02 3.33
H 2.38 -1.32 1.57
H 1.38 3.26 -4.69
H 0.21 3.98 -3.52
H -0.22 2.91 -5.00
H 1.36 -1.38 -0.20
H 0.45 -0.31 -1.25
```

---

Entry 8:
DFT (ωB97M-V/def2-TZVPD) results for a structure of composition C7H13N2O4S2.

Properties
* E_HOMO: -4.0313 eV
* ΔE to the lowest compared entry with this formula, charge and spin: 2.523 eV
* total charge: -1
* orbital gap: 6.8685 eV

Geometry as XYZ:
```
28
C7H13N2O4S2 (ωB97M-V/def2-TZVPD)
C 0.13 -1.35 -1.81
C -1.09 -0.91 -1.06
C 1.23 -1.66 -0.82
C -0.89 0.42 -0.42
C 1.58 -0.39 -0.02
C 0.28 0.22 0.55
C -0.10 3.37 2.65
N -2.43 2.89 2.88
N -1.34 3.44 2.70
O -0.11 0.88 3.60
O 0.46 2.59 5.27
O 2.17 1.93 1.74
O 0.84 2.76 -0.12
S 0.73 2.06 3.89
S 0.83 1.98 1.12
H 0.16 -2.15 -2.64
H 0.30 -0.44 -2.45
H -2.01 -0.79 -1.77
H -1.42 -1.81 -0.39
H 0.92 -2.49 -0.17
H 2.23 -2.07 -1.44
H -0.76 1.20 -1.11
H -1.72 0.50 0.22
H 2.32 -0.47 0.83
H 1.96 0.24 -0.75
H 0.01 -0.28 1.52
H 0.59 4.18 2.40
H -2.62 2.06 2.33
```

---

Entry 9:
DFT (ωB97M-V/def2-TZVPD) results for a cluster of 2 separate species, C7H13N3 in total.

Properties
* E_HOMO: -18.6694 eV
* ΔE to the lowest compared entry with this formula, charge and spin: 4.392 eV
* total charge: +2
* orbital gap: 9.1840 eV

Geometry as XYZ:
```
23
C7H13N3 (ωB97M-V/def2-TZVPD)
C 0.65 -0.12 -2.51
C 0.06 -0.26 0.18
C 0.05 -0.08 -3.62
C -1.80 -0.15 2.03
C -0.59 -1.09 2.29
C -1.52 1.12 1.24
C 2.66 0.29 -1.13
N 0.27 -1.20 1.02
N -0.52 0.87 0.21
N 1.24 -0.09 -1.44
H -0.19 -0.99 -4.16
H -0.55 0.75 -3.98
H -2.62 -0.60 1.63
H -2.18 0.22 2.98
H 0.06 -0.67 3.11
H -0.96 -2.11 2.40
H -2.43 1.52 0.84
H -1.17 1.96 1.80
H 3.31 -0.54 -0.74
H 2.74 1.11 -0.41
H 3.07 0.60 -2.21
H 0.57 -2.12 0.82
H -0.14 1.57 -0.34
```

---

Entry 10:
DFT (ωB97M-V/def2-TZVPD) results for a cluster of 2 separate species, C7H13N3O3 in total.

Properties
* E_HOMO: -9.6742 eV
* ΔE to the lowest compared entry with this formula, charge and spin: 6.217 eV
* orbital gap: 10.3560 eV

Geometry as XYZ:
```
26
C7H13N3O3 (ωB97M-V/def2-TZVPD)
C 2.80 -0.77 1.47
C 2.39 -0.20 0.12
C 1.72 -1.35 -0.77
N 1.62 1.03 0.28
N 2.12 2.00 -0.21
O 3.26 1.67 -1.01
C 3.49 0.33 -0.82
O 4.35 -0.33 -1.35
H 1.93 -1.32 1.83
H 2.99 -0.08 2.25
H 3.57 -1.49 1.25
H 2.59 -1.83 -1.47
H 0.95 -0.97 -1.41
H 1.41 -2.16 -0.09
C -3.33 1.10 -0.89
C -2.05 0.63 -0.25
C -1.68 1.38 1.01
N -1.32 -0.28 -0.64
O -1.82 -1.08 -1.74
H -3.99 1.50 -0.04
H -3.97 0.14 -1.21
H -3.00 1.68 -1.83
H -2.36 1.00 1.84
H -1.76 2.41 0.80
H -0.73 1.06 1.31
H -2.24 -1.81 -1.16
```

---

Entry 11:
DFT (ωB97M-V/def2-TZVPD) results for the molecule C7H13N3O4.

Properties
* E_HOMO: -9.7681 eV
* ΔE to the lowest compared entry with this formula, charge and spin: 0.000 eV
* orbital gap: 10.2374 eV

Geometry as XYZ:
```
27
C7H13N3O4 (ωB97M-V/def2-TZVPD)
C -1.43 0.69 2.36
C -0.05 1.12 1.92
N 0.35 0.52 0.63
C 0.42 -0.79 0.38
O 0.26 -1.67 1.24
C 0.61 -1.26 -1.07
N -0.58 -1.94 -1.57
C 1.11 -0.22 -2.08
C 0.06 0.78 -2.48
N -0.73 0.43 -3.55
O -0.11 1.84 -1.88
C 0.99 0.90 3.06
O 1.42 1.83 3.69
O 1.32 -0.36 3.33
H -2.18 0.98 1.62
H -1.49 -0.38 2.53
H -1.71 1.20 3.29
H -0.01 2.19 1.74
H 0.41 1.19 -0.12
H 1.38 -2.03 -1.00
H -1.39 -1.35 -1.48
H -0.75 -2.77 -0.98
H 1.47 -0.76 -2.95
H 1.98 0.32 -1.67
H -0.68 -0.50 -3.89
H -1.53 1.03 -3.77
H 0.86 -0.97 2.70
```

---

Entry 12:
DFT (ωB97M-V/def2-TZVPD) results for the molecule C7H13N3O4S.

Properties
* E_HOMO: -9.7074 eV
* ΔE to the lowest compared entry with this formula, charge and spin: 1.405 eV
* orbital gap: 9.9180 eV

Geometry as XYZ:
```
28
C7H13N3O4S (ωB97M-V/def2-TZVPD)
N -3.60 -1.88 1.32
C -3.16 -0.63 1.75
O -3.69 -0.01 2.62
C -1.81 -0.03 1.23
C -1.11 -0.85 0.17
N 0.33 -0.61 -0.02
C 0.80 0.57 -0.42
O 0.14 1.48 -0.90
C 2.31 0.69 -0.22
N 2.95 -0.53 0.05
C 2.86 1.67 -1.27
S 4.57 2.17 -1.05
C -1.95 -0.84 -1.17
O -2.77 -1.73 -1.47
O -1.60 0.18 -1.95
H -4.53 -1.93 1.79
H -3.44 -2.17 0.40
H -1.10 0.01 2.06
H -1.90 1.03 0.86
H -1.39 -1.90 0.50
H 0.97 -1.44 0.12
H 2.28 1.18 0.72
H 3.91 -0.47 0.36
H 3.06 -0.99 -0.88
H 2.68 1.13 -2.25
H 2.16 2.46 -1.30
H 4.25 2.45 0.40
H -1.23 0.98 -1.45
```